Computed, not measured: a molecular structure, C46H76BCdCl10N8O8 in a non-equilibrium geometry, with ωB97M-V/def2-TZVPD.

Calculated values
- Total charge: +2
- Spin multiplicity: 2
- LUMO (spin up / spin down): -0.1677 / -0.3887 Ha
- Gap between HOMO and LUMO (spin up / spin down): 9.4449 / 3.4295 eV
- Energy: -207686.463 eV
- Largest force on an atom: 8.53 eV/A

Last column: Löwdin charge in e.
Atoms and positions in Å:
1 Cd -0.508 -3.245 4.023  1.230
2 O 0.937 2.561 -2.222  0.109
3 C 0.429 1.562 -1.711  -0.484
4 O 0.986 0.758 -1.015  0.290
5 B 0.046 -0.417 -0.699  -0.853
6 O -1.170 0.008 -1.255  0.238
7 C -1.005 1.097 -1.963  -0.338
8 O -1.890 1.730 -2.588  0.070
9 O -0.210 -0.675 0.707  0.268
10 C 0.197 -1.875 1.009  -0.347
11 O 0.221 -2.404 2.111  -0.047
12 C 0.597 -2.636 -0.255  -0.387
13 O 0.550 -1.750 -1.194  0.226
14 O 0.737 -3.842 -0.425  0.129
15 C 3.594 3.895 -0.837  -0.102
16 C 4.351 5.228 -0.797  -0.263
17 C 3.816 6.319 0.140  -0.168
18 C 3.372 5.804 1.476  -0.212
19 N 3.062 5.424 2.520  0.134
20 H 3.622 3.509 0.181  0.069
21 H 3.961 3.093 -1.478  0.047
22 H 2.598 4.110 -1.224  0.060
23 H 4.464 5.650 -1.795  0.090
24 H 5.354 5.001 -0.434  0.109
25 H 3.073 6.796 -0.498  0.116
26 H 4.594 7.056 0.340  0.117
27 C -4.454 5.471 -3.630  -0.093
28 C -3.634 6.019 -2.371  -0.231
29 C -2.503 5.123 -2.026  -0.257
30 C -1.830 5.423 -0.763  -0.224
31 N -1.239 5.677 0.200  0.147
32 H -4.156 5.755 -4.639  0.042
33 H -5.479 5.774 -3.415  0.069
34 H -4.567 4.404 -3.439  0.051
35 H -4.273 6.015 -1.488  0.094
36 H -3.302 7.054 -2.464  0.119
37 H -1.797 5.108 -2.857  0.102
38 H -2.674 4.047 -2.036  0.084
39 C 2.269 -8.505 3.786  -0.084
40 C 1.356 -8.537 2.522  -0.227
41 C 1.027 -7.186 1.791  -0.143
42 C 0.421 -6.127 2.624  -0.099
43 N -0.026 -5.187 3.196  0.062
44 H 3.138 -7.898 3.531  0.068
45 H 2.716 -9.434 4.139  0.081
46 H 1.720 -7.960 4.555  0.067
47 H 0.445 -9.089 2.753  0.105
48 H 1.810 -9.117 1.718  0.108
49 H 0.524 -7.297 0.830  0.125
50 H 2.010 -6.812 1.503  0.127
51 C 5.041 -0.345 7.172  -0.052
52 C 3.915 -1.415 6.827  -0.248
53 C 3.956 -1.895 5.431  -0.185
54 C 2.673 -2.549 4.895  -0.083
55 N 1.657 -3.023 4.566  0.073
56 H 5.991 -0.860 7.027  0.076
57 H 4.980 0.049 8.186  0.077
58 H 4.964 0.496 6.482  0.074
59 H 2.930 -0.955 6.908  0.107
60 H 3.891 -2.291 7.475  0.118
61 H 4.698 -2.684 5.307  0.132
62 H 4.147 -1.087 4.725  0.096
63 C 4.563 0.257 0.244  -0.090
64 C 4.448 -0.208 1.715  -0.240
65 C 5.834 -0.570 2.306  -0.185
66 C 6.914 0.390 2.186  -0.236
67 N 7.773 1.161 2.101  0.161
68 H 4.770 -0.545 -0.466  0.083
69 H 5.244 1.107 0.207  0.069
70 H 3.638 0.722 -0.098  0.050
71 H 3.664 -0.962 1.777  0.088
72 H 3.917 0.494 2.356  0.105
73 H 6.155 -1.563 1.993  0.126
74 H 5.725 -0.512 3.389  0.085
75 C 4.546 2.108 -3.992  -0.109
76 C 5.152 3.516 -4.251  -0.208
77 C 3.979 4.533 -4.424  -0.160
78 C 3.280 4.271 -5.743  -0.214
79 N 2.835 4.047 -6.724  0.165
80 H 5.325 1.482 -3.557  0.072
81 H 4.294 1.535 -4.884  0.069
82 H 3.654 2.134 -3.366  0.047
83 H 5.718 3.418 -5.178  0.112
84 H 5.795 3.858 -3.440  0.103
85 H 4.304 5.565 -4.559  0.112
86 H 3.279 4.610 -3.592  0.092
87 C -6.241 -3.158 3.660  -0.081
88 C -5.748 -3.582 2.283  -0.276
89 C -4.643 -4.572 2.369  -0.190
90 C -3.403 -3.957 2.776  -0.156
91 N -2.379 -3.500 3.068  0.084
92 H -7.030 -2.407 3.620  0.083
93 H -5.418 -2.668 4.181  0.052
94 H -6.708 -3.987 4.192  0.087
95 H -5.370 -2.710 1.751  0.036
96 H -6.577 -4.001 1.713  0.127
97 H -4.447 -4.947 1.364  0.058
98 H -4.923 -5.363 3.066  0.146
99 C -4.550 -0.035 5.263  -0.094
100 C -3.501 1.043 5.763  -0.196
101 C -2.230 1.129 4.856  -0.151
102 C -1.618 -0.144 4.623  -0.118
103 N -1.089 -1.193 4.382  0.080
104 H -4.169 -1.044 5.421  0.056
105 H -4.863 0.152 4.236  0.052
106 H -5.405 0.041 5.934  0.079
107 H -3.246 0.731 6.776  0.111
108 H -3.969 2.027 5.743  0.114
109 H -1.549 1.867 5.281  0.139
110 H -2.620 1.485 3.902  0.111
111 Cl -4.968 1.646 -5.932  0.722
112 C -3.815 0.455 -5.180  -0.576
113 C -4.308 0.097 -3.771  -0.672
114 Cl -5.855 -0.786 -3.759  0.577
115 H -2.871 0.990 -5.073  0.014
116 H -3.711 -0.419 -5.824  0.087
117 H -4.459 0.987 -3.161  0.060
118 H -3.513 -0.513 -3.343  0.051
119 Cl -4.475 -3.089 -1.207  0.634
120 C -2.746 -3.124 -1.226  -0.740
121 C -2.278 -4.487 -1.738  -0.527
122 Cl -2.575 -5.522 -0.250  0.563
123 H -2.417 -2.704 -0.275  0.033
124 H -2.352 -2.423 -1.962  0.061
125 H -1.234 -4.497 -2.050  0.071
126 H -2.992 -4.756 -2.517  0.070
127 Cl 2.228 -3.881 -5.785  0.581
128 C 0.990 -2.616 -5.902  -0.672
129 C 0.851 -1.924 -4.563  -0.611
130 Cl -0.522 -0.774 -4.705  0.635
131 H 0.077 -3.181 -6.092  0.064
132 H 1.217 -2.028 -6.791  0.076
133 H 1.637 -1.264 -4.194  0.075
134 H 0.656 -2.664 -3.787  0.061
135 Cl -1.178 1.774 -7.859  0.573
136 C -0.017 2.826 -6.925  -0.571
137 C -0.692 3.109 -5.518  -0.565
138 Cl -2.212 3.992 -5.712  0.843
139 H 0.185 3.763 -7.444  0.067
140 H 0.915 2.289 -6.747  0.060
141 H -0.145 3.835 -4.916  0.084
142 H -0.859 2.175 -4.981  0.033
143 Cl -3.837 -0.632 1.265  0.652
144 C -3.745 1.001 0.662  -0.662
145 C -4.655 1.986 1.349  -0.583
146 Cl -4.992 3.504 0.363  0.556
147 H -3.920 0.787 -0.392  0.057
148 H -2.696 1.263 0.802  0.070
149 H -4.290 2.256 2.340  0.060
150 H -5.661 1.574 1.433  0.063

Force components x, y, z for each atom (eV/Å):
0.92 0.06 0.46
-1.16 -1.18 0.49
-1.50 6.23 -5.50
2.92 -6.30 4.94
1.38 -0.30 0.02
-1.78 -0.25 -1.30
-3.00 3.12 -1.66
2.57 -2.33 1.67
0.78 -0.24 1.16
0.11 -1.33 1.69
0.17 1.21 -1.66
-0.45 -2.44 -0.50
0.10 1.82 -1.60
0.03 2.31 0.93
-0.43 0.85 0.15
1.62 -1.06 0.22
-0.24 -0.57 -0.12
-0.29 0.37 -0.60
0.23 0.10 -0.65
-0.63 -0.15 0.00
0.60 0.43 -0.11
-0.36 -0.36 0.55
-0.02 0.15 0.03
0.29 -0.02 -0.24
-0.71 0.31 1.04
0.00 -0.01 -0.09
-0.39 0.44 2.55
-1.40 -0.20 -0.76
1.60 -1.05 -0.50
1.00 0.47 0.63
-0.76 -0.36 -0.89
0.15 -0.06 0.31
-0.08 0.53 -0.64
0.51 -0.32 -0.65
-0.49 0.09 -0.21
0.06 -0.07 -0.29
0.70 0.58 0.12
-0.97 -0.09 0.39
-0.17 1.49 -1.25
-0.28 -0.84 -0.13
1.06 -0.24 1.18
-1.59 3.44 1.37
2.07 -5.06 -2.22
0.15 0.24 0.08
-0.77 -0.21 -0.17
0.19 -0.32 0.39
-0.18 0.20 0.03
0.22 -0.11 0.11
-0.54 -0.11 0.35
0.09 0.49 0.06
-0.85 -1.51 -0.68
-0.69 1.38 1.48
-0.54 -1.41 -2.42
-1.28 -0.26 0.50
2.81 1.25 1.09
0.21 0.34 0.11
-0.14 -0.31 -0.07
0.06 -0.05 -0.05
-0.02 0.29 0.55
0.29 0.24 0.33
0.32 0.16 -0.27
0.16 -0.02 -0.07
-0.84 0.82 0.72
-0.14 0.53 -0.92
-1.08 -0.20 0.99
0.92 1.17 -1.18
-0.84 -0.75 0.17
0.48 0.07 0.20
0.53 -0.39 -0.32
-0.35 -0.23 0.10
0.71 -1.14 -0.05
0.64 0.97 -0.16
0.14 0.08 0.09
-0.16 -0.88 0.29
0.77 -0.09 0.13
-1.70 -0.47 -0.15
0.24 0.34 -1.81
3.21 1.29 7.71
-3.03 -1.40 -6.24
-0.13 -0.02 0.47
-0.17 0.52 -0.40
0.14 0.00 0.19
0.17 0.51 0.11
-0.04 -0.16 -0.03
0.52 0.05 0.11
-0.10 -0.65 -0.07
-0.32 0.45 -0.27
-1.19 1.28 0.20
0.20 -0.56 -0.39
1.70 0.39 0.67
-3.00 -0.84 -0.78
0.01 0.09 -0.34
-0.01 -0.35 0.49
0.48 -0.10 0.28
-0.31 0.01 -0.19
0.14 -0.06 -0.12
0.05 -0.43 0.08
0.35 -0.26 -0.08
0.74 1.16 0.87
-0.64 -1.60 -0.65
-1.58 0.65 0.55
3.11 -5.38 -1.26
-2.94 5.99 1.93
0.16 -0.02 -0.39
0.03 -0.23 0.00
-0.17 0.07 -0.21
0.18 0.47 0.05
0.16 -0.05 0.24
0.30 -0.20 -0.23
0.42 0.09 -0.27
0.93 -0.09 0.08
-0.87 0.11 0.93
0.23 0.23 -0.46
0.24 0.01 -0.22
0.06 -0.01 -0.18
-0.12 0.26 -0.14
0.22 -0.07 -0.14
-0.19 -0.11 0.23
-1.25 0.27 0.01
1.42 0.66 -1.41
-0.77 0.68 1.95
0.63 -0.62 -0.88
0.35 -0.79 0.16
-0.40 0.41 -0.22
-0.12 -0.26 0.29
0.38 -0.44 0.05
0.46 -0.12 0.12
-0.08 -0.64 -0.10
0.12 0.34 0.00
-0.53 0.08 0.20
-0.12 0.31 -0.04
-0.01 0.35 0.44
0.42 -0.45 -0.51
-0.25 0.18 -0.05
0.65 0.62 0.45
-1.23 0.11 1.48
0.96 -0.15 -1.91
-0.68 -0.52 -0.22
-0.13 -0.32 -0.20
-0.16 -0.03 -0.18
0.44 -0.29 0.31
-0.16 0.16 0.30
-0.27 -1.09 1.32
1.07 0.49 -1.04
-1.27 0.20 -0.49
0.72 -0.88 0.52
-0.19 1.04 -0.06
-0.08 0.31 -0.26
0.00 0.23 -0.22
0.17 -0.15 0.22